{"formula": "C16H21AsN4RhS5Sb", "method": "wB97M-V/def2-TZVPD", "energy_ev": -147453.9323, "max_force_ev_per_a": 2.23, "species": ["Rh", "S", "Sb", "S", "S", "S", "N", "C", "C", "C", "C", "N", "C", "C", "H", "H", "H", "H", "N", "C", "S", "N", "C", "C", "C", "C", "C", "C", "H", "H", "H", "H", "H", "H", "H", "H", "C", "As", "C", "C", "H", "H", "H", "H", "H", "H", "H", "H", "H"], "xyz": [[0.183, -0.446, 0.305], [-4.419, -0.854, 0.141], [-2.845, 0.447, 1.229], [-1.324, 1.377, -0.383], [-1.167, -0.976, 2.246], [-3.690, 2.014, 2.690], [-5.158, -3.387, -3.917], [-4.261, -2.989, -3.324], [-3.120, -2.529, -2.634], [-2.346, -1.485, -3.156], [-1.211, -1.101, -2.477], [-0.808, -1.684, -1.341], [-1.562, -2.668, -0.833], [-2.721, -3.116, -1.429], [-2.638, -0.995, -4.071], [-0.590, -0.294, -2.848], [-1.213, -3.100, 0.100], [-3.306, -3.896, -0.971], [2.637, 2.004, -1.151], [1.912, 2.113, -0.010], [2.064, 0.856, 1.114], [1.249, 3.261, 0.155], [0.394, 3.735, 1.160], [0.194, 3.122, 2.392], [-0.682, 3.687, 3.303], [-1.348, 4.865, 3.012], [-1.140, 5.480, 1.789], [-0.274, 4.924, 0.871], [3.065, 1.117, -1.356], [2.510, 2.653, -1.911], [1.243, 3.869, -0.660], [0.705, 2.206, 2.640], [-0.845, 3.200, 4.253], [-2.032, 5.291, 3.729], [-1.653, 6.397, 1.549], [-0.126, 5.403, -0.087], [1.496, -4.208, -0.325], [1.884, -2.339, 0.156], [3.153, -2.647, 1.608], [3.159, -1.934, -1.296], [2.427, -4.772, -0.390], [0.970, -4.264, -1.279], [0.866, -4.662, 0.442], [3.978, -3.291, 1.298], [2.631, -3.107, 2.447], [3.549, -1.689, 1.944], [3.863, -1.157, -0.988], [2.622, -1.595, -2.186], [3.722, -2.835, -1.551]], "forces_ev_per_a": [[-0.017, -0.023, -1.346], [0.752, 0.411, 0.389], [-2.174, 0.389, 0.321], [1.104, -0.985, 0.662], [1.126, 0.301, -1.293], [0.585, -0.666, -0.557], [-0.150, -0.056, -0.081], [-0.664, -0.213, -0.349], [1.309, 0.353, 0.809], [-0.100, -0.454, 0.055], [0.114, 0.249, -0.084], [-0.704, 0.217, 1.146], [0.241, -0.090, 0.033], [-0.157, 0.025, -0.622], [0.045, 0.044, -0.028], [-0.139, -0.001, 0.075], [-0.174, 0.111, -0.041], [-0.029, -0.014, 0.043], [-0.328, 0.050, 0.080], [-0.132, 1.488, -0.602], [-0.446, -1.067, 0.633], [0.725, -0.840, -0.856], [-0.630, 0.468, 0.926], [0.180, -0.121, -0.056], [0.077, 0.152, -0.020], [0.077, -0.023, -0.022], [-0.013, 0.019, 0.150], [0.184, -0.267, -0.106], [-0.038, 0.063, 0.092], [0.074, 0.021, -0.005], [0.027, -0.106, 0.169], [-0.130, 0.060, 0.036], [-0.034, -0.093, -0.003], [-0.093, 0.025, 0.037], [-0.081, 0.108, -0.056], [0.013, 0.062, -0.127], [-0.272, 0.200, 0.106], [0.505, -0.253, 0.269], [-0.119, 0.114, 0.071], [-0.247, 0.121, 0.027], [0.010, 0.152, 0.014], [0.041, 0.085, 0.050], [0.027, 0.060, -0.018], [-0.120, 0.039, -0.082], [-0.025, -0.017, -0.040], [0.006, -0.004, -0.046], [-0.132, -0.079, 0.106], [0.007, -0.060, 0.064], [-0.077, 0.044, 0.075]], "mulliken_charge": [0.72, -0.60, 0.74, -0.66, -0.51, -0.58, -0.45, -0.20, 0.73, -0.57, -0.58, 0.29, -0.16, -0.84, 0.50, 0.38, 0.57, 0.44, -0.40, 0.68, -0.53, -0.04, 1.12, -0.37, -0.82, -0.50, -0.61, -0.56, 0.17, 0.21, 0.19, 0.33, 0.36, 0.41, 0.38, 0.27, -1.30, 0.66, -1.10, -1.17, 0.43, 0.41, 0.39, 0.40, 0.37, 0.34, 0.29, 0.35, 0.44]}